1.
DFT (the ωB97M-V functional and the def2-TZVPD basis) results for the molecule C17H25N3O2S at a distorted geometry.

Calculated values
SMILES ... CN(C)CCc1c[nH]c2ccc(CS(=O)(=O)N3CCCC3)cc12
Electronic energy ... -1375.7075 a.u.
Highest occupied orbital energy ... -7.9 eV
Orbital gap ... 8.662 eV

Last column: Löwdin charge in e.
CARTESIAN COORDINATES (ANGSTROEM)
C -5.2486 2.9860 1.6816  -0.11
N -5.3096 2.5683 0.2989  -0.29
C -5.7797 1.2064 0.1720  -0.11
C -4.1058 2.8517 -0.4580  -0.22
C -2.8307 2.1182 -0.0152  -0.13
C -1.6510 2.4312 -0.8757  -0.18
C -1.5458 3.3123 -1.9102  -0.05
N -0.2766 3.2821 -2.4333  0.08
C 0.4644 2.3681 -1.7473  -0.21
C 1.7848 1.9654 -1.9011  0.00
C 2.2629 0.9976 -1.0466  -0.04
C 1.4573 0.4368 -0.0444  -0.29
C 1.9922 -0.6627 0.8002  -0.16
S 1.4142 -2.2131 -0.0119  0.65
O 0.0036 -2.3205 0.2116  -0.28
O 1.9089 -2.2237 -1.3547  -0.28
N 2.1145 -3.5211 0.7578  -0.25
C 3.5522 -3.6370 0.6588  -0.19
C 4.1273 -3.1969 2.0213  -0.16
C 2.9190 -3.1674 2.9746  -0.16
C 1.7558 -3.7328 2.1411  -0.19
C 0.1418 0.8339 0.1047  0.03
C -0.3686 1.8088 -0.7479  -0.11
H -6.2556 2.9544 2.0990  0.08
H -4.8855 4.0113 1.7315  0.08
H -4.6016 2.3504 2.3055  0.08
H -6.7930 1.1507 0.5714  0.08
H -5.1599 0.4741 0.7109  0.08
H -5.8070 0.9328 -0.8812  0.09
H -4.3150 2.6001 -1.5016  0.12
H -3.9357 3.9310 -0.3979  0.12
H -2.5942 2.3874 1.0190  0.12
H -2.9991 1.0381 -0.0432  0.12
H -2.2818 3.9718 -2.3271  0.12
H 0.0420 3.8273 -3.2155  0.15
H 2.4125 2.3898 -2.6706  0.11
H 3.2806 0.6526 -1.1504  0.11
H 1.5688 -0.6715 1.7992  0.10
H 3.0763 -0.6930 0.8172  0.10
H 3.8908 -3.0363 -0.1841  0.11
H 3.7990 -4.6838 0.4574  0.12
H 4.8833 -3.9030 2.3600  0.10
H 4.5971 -2.2162 1.9548  0.10
H 2.7052 -2.1487 3.2963  0.09
H 3.0898 -3.7695 3.8649  0.10
H 0.7955 -3.2563 2.3301  0.11
H 1.6521 -4.8095 2.3076  0.13
H -0.4817 0.3805 0.8594  0.12

Atoms 1-6, force components in eV/Å:
-0.062 -0.022 -0.094
-0.036 0.021 0.001
-0.018 0.110 0.018
0.135 -0.099 0.081
-0.205 0.184 -0.134
-0.164 0.076 -0.010

---

2.
DFT (the ωB97M-V functional and the def2-TZVPD basis) results for the molecule C17H25N3O2S2.

Calculated values
SMILES ... CN(C)S(=O)(=O)NC[C@H]1CCCN(Cc2cc3ccccc3s2)C1
Electronic energy ... -1773.9088 a.u.
Highest occupied orbital energy ... -8.1 eV
Orbital gap ... 8.804 eV

Last column: Löwdin charge in e.
CARTESIAN COORDINATES (ANGSTROEM)
C 2.9667 0.9464 -5.3021  -0.12
N 3.4428 1.4977 -4.0537  -0.34
C 3.9206 2.8610 -4.1593  -0.11
S 2.2962 1.3306 -2.8393  0.59
O 1.0034 1.7490 -3.3011  -0.28
O 2.8385 1.9311 -1.6622  -0.27
N 2.2711 -0.3279 -2.7030  -0.12
C 2.7768 -0.9232 -1.4832  -0.21
C 1.6878 -1.1886 -0.4394  -0.29
C 2.2720 -1.8321 0.8174  -0.17
C 1.1556 -2.0469 1.8341  -0.17
C 0.4424 -0.7295 2.1147  -0.19
N -0.1041 -0.1908 0.8815  -0.16
C -0.9423 0.9689 1.1285  -0.21
C -2.2009 0.5686 1.8245  -0.51
C -2.9803 -0.5067 1.5709  -0.07
C -4.1189 -0.5956 2.4241  -0.25
C -5.1317 -1.5556 2.4533  -0.04
C -6.1509 -1.4385 3.3719  -0.09
C -6.1850 -0.3745 4.2727  -0.09
C -5.1969 0.5889 4.2661  -0.10
C -4.1704 0.4708 3.3426  -0.47
S -2.8147 1.5451 3.1363  1.07
C 0.9652 0.1034 -0.0550  -0.17
H 2.7119 -0.0954 -5.1271  0.07
H 3.7623 1.0076 -6.0430  0.09
H 2.0817 1.4794 -5.6672  0.09
H 4.1505 3.2025 -3.1538  0.08
H 4.8246 2.8732 -4.7677  0.09
H 3.1712 3.5257 -4.6039  0.09
H 1.3672 -0.6847 -2.9737  0.11
H 3.2822 -1.8599 -1.7423  0.13
H 3.5128 -0.2198 -1.0921  0.12
H 0.9474 -1.8735 -0.8695  0.15
H 2.7492 -2.7825 0.5701  0.12
H 3.0316 -1.1709 1.2397  0.12
H 0.4320 -2.7596 1.4358  0.12
H 1.5592 -2.4495 2.7643  0.11
H -0.3827 -0.8967 2.8112  0.12
H 1.1487 -0.0181 2.5812  0.13
H -0.4221 1.7420 1.7225  0.12
H -1.1942 1.4127 0.1586  0.13
H -2.7504 -1.2226 0.8031  0.12
H -5.1056 -2.3786 1.7546  0.11
H -6.9371 -2.1786 3.3985  0.10
H -6.9941 -0.3040 4.9839  0.10
H -5.2159 1.4151 4.9598  0.10
H 0.5318 0.5669 -0.9458  0.11
H 1.6947 0.8180 0.3628  0.13

Atoms 1-6, force components in eV/Å:
-0.198 -0.186 -0.286
-0.406 -0.134 0.829
0.035 0.393 0.156
0.348 -0.652 -0.584
-0.081 -0.118 -0.154
0.220 -0.019 0.070

---

3.
DFT (the ωB97M-V functional and the def2-TZVPD basis) results for the molecule C17H25N3O7S at a distorted geometry.

Calculated values
SMILES ... CC(C)[C@H](C)NC(=O)COc1ccc(S(=O)(=O)N2CCOCC2)cc1[N+](=O)[O-]
Electronic energy ... -1751.8205 a.u.
Highest occupied orbital energy ... -9.3 eV
Orbital gap ... 8.635 eV

Last column: Löwdin charge in e.
CARTESIAN COORDINATES (ANGSTROEM)
C 5.6888 -1.6272 -0.8182  -0.07
C 5.5739 -0.1299 -1.0982  -0.38
C 6.4543 0.6542 -0.1261  -0.07
C 4.0952 0.3042 -1.0581  -0.34
C 3.8664 1.7338 -1.5416  -0.03
N 3.5434 0.1536 0.2778  0.12
C 2.5300 -0.6736 0.5588  -0.47
O 1.9884 -1.4118 -0.2367  0.10
C 2.0694 -0.6187 2.0284  -0.08
O 0.7981 -1.2079 2.1911  0.02
C -0.2115 -1.0101 1.3357  -0.19
C -1.1902 -2.0225 1.3731  0.04
C -2.2735 -2.0156 0.5300  -0.03
C -2.4072 -0.9998 -0.4090  -0.25
S -3.8639 -0.9404 -1.4555  0.67
O -3.5676 -0.1845 -2.6311  -0.27
O -4.3997 -2.2611 -1.5729  -0.27
N -4.9550 -0.0505 -0.5654  -0.24
C -4.6509 1.3498 -0.3855  -0.17
C -5.9254 2.0561 0.0858  -0.18
O -6.4202 1.4662 1.2657  -0.13
C -6.7179 0.1036 1.0685  -0.18
C -5.4709 -0.6712 0.6322  -0.17
C -1.4857 0.0131 -0.4686  0.03
C -0.4102 0.0449 0.4230  -0.07
N 0.4028 1.2210 0.3606  -0.33
O 0.8105 1.6853 1.4129  0.08
O 0.5988 1.7289 -0.7221  0.10
H 5.0860 -2.1967 -1.5207  0.08
H 6.7227 -1.9516 -0.9071  0.08
H 5.3432 -1.8552 0.1880  0.08
H 5.9287 0.0612 -2.1160  0.14
H 6.3867 1.7240 -0.3036  0.07
H 6.1760 0.4480 0.9054  0.07
H 7.4929 0.3589 -0.2551  0.08
H 3.5204 -0.3808 -1.6903  0.15
H 4.2649 1.8567 -2.5444  0.09
H 4.3477 2.4530 -0.8830  0.08
H 2.8005 1.9493 -1.5661  0.06
H 3.8833 0.7909 0.9809  0.15
H 2.7372 -1.2339 2.6398  0.15
H 2.0800 0.4132 2.4010  0.12
H -1.0370 -2.8216 2.0806  0.13
H -3.0077 -2.8051 0.5486  0.12
H -4.3178 1.7393 -1.3467  0.12
H -3.8592 1.4878 0.3684  0.13
H -5.7226 3.1002 0.3278  0.13
H -6.6826 1.9987 -0.7087  0.13
H -7.0912 -0.2691 2.0234  0.13
H -7.4947 -0.0034 0.2983  0.13
H -5.7155 -1.7037 0.3862  0.12
H -4.7244 -0.6471 1.4425  0.13
H -1.5878 0.7972 -1.2035  0.13

Atoms 1-6, force components in eV/Å:
0.008 0.230 -0.182
-0.142 -0.163 0.167
-0.130 -0.030 -0.330
0.182 0.083 -0.385
-0.093 -0.274 0.015
0.368 0.207 -0.050

---

4.
DFT (the ωB97M-V functional and the def2-TZVPD basis) results for a structure of composition C17H25N6O8STi at a distorted geometry.

Calculated values
Charge ... +1
Electronic energy ... -2840.7451 a.u.
Highest occupied orbital energy (spin up / spin down) ... -9.6 / -9.6 eV
Orbital gap (spin up / spin down) ... 5.293 / 5.375 eV

Last column: Löwdin charge in e.
CARTESIAN COORDINATES (ANGSTROEM)
Ti -0.5761 -1.3613 0.1462  1.15
O 0.8126 1.0082 -2.8398  0.15
C 0.3804 0.5996 -1.7989  -0.51
O -0.2592 -0.5447 -1.6101  -0.18
C 0.4777 1.3630 -0.4983  -0.14
C 0.9882 2.6315 -0.2972  0.05
C 0.9430 3.1529 0.9919  0.01
C 0.4009 2.4063 2.0345  0.05
C -0.0760 1.1436 1.7405  -0.15
N -0.0276 0.6623 0.5068  0.06
C -0.6714 0.1358 2.6922  -0.54
O -0.7630 0.3163 3.8787  0.13
O -1.0267 -0.9646 2.0539  -0.17
H 1.3993 3.1819 -1.1317  0.14
H 1.3290 4.1448 1.1848  0.12
H 0.3474 2.7789 3.0477  0.13
C -3.7993 -3.3140 2.5852  -0.08
C -2.4234 -3.5337 3.1977  -0.27
S -1.3413 -4.2797 2.0156  0.73
O -1.8877 -5.5002 1.5002  -0.25
O -0.9971 -3.2841 0.9882  -0.42
C 0.1625 -4.5736 2.9240  -0.17
C 1.3907 -4.9149 2.0680  -0.09
N 1.6782 -3.9256 1.0216  0.06
C 1.8292 -2.5864 1.2761  -0.31
N 1.6022 -1.8540 0.2139  0.05
C 1.1792 -2.7412 -0.7974  -0.10
C 1.2986 -4.0161 -0.3048  -0.20
N 1.1032 -5.1949 -0.9687  -0.25
O 0.7360 -5.0572 -2.2772  0.05
O 1.2636 -6.3285 -0.4866  0.01
C 2.1897 -2.0192 2.6042  0.04
H -4.4548 -2.8861 3.3409  0.10
H -4.2343 -4.2485 2.2356  0.09
H -3.7423 -2.6104 1.7554  0.06
H -2.4561 -4.2290 4.0390  0.12
H -1.9476 -2.5973 3.4946  0.10
H -0.0563 -5.4096 3.5901  0.13
H 0.3133 -3.6775 3.5276  0.10
H 1.2718 -5.8740 1.5751  0.12
H 2.2477 -4.9852 2.7364  0.14
H 1.2332 -2.4682 -1.8375  0.13
H 2.8143 -2.7025 3.1780  0.10
H 1.2979 -1.7812 3.1884  0.08
H 2.7372 -1.0928 2.4457  0.11
N -1.8380 -4.3821 -1.7611  0.03
C -2.3979 -3.1568 -2.3503  -0.21
C -3.3667 -2.3726 -1.4550  -0.18
N -2.6815 -1.3187 -0.6388  -0.02
H -0.2572 -4.8567 -2.2452  0.08
H -2.5245 -5.1290 -1.7653  0.11
H -1.6009 -4.2295 -0.7878  0.03
H -2.9145 -3.4449 -3.2646  0.13
H -1.5820 -2.4944 -2.6519  0.11
H -3.8796 -3.0548 -0.7754  0.12
H -4.1268 -1.8875 -2.0682  0.12
H -3.3059 -1.0214 0.1075  0.10
H -2.5724 -0.5054 -1.2412  0.10

Atoms 1-6, force components in eV/Å:
1.009 -0.592 -1.184
-0.076 -0.057 0.170
0.091 0.219 -0.153
-0.159 -0.178 0.203
0.024 0.128 -0.037
-0.030 -0.076 -0.054